Entry 1:
One molecule with the formula C2H10N4 in a non-equilibrium geometry. Source: the Open Molecules 2025 dataset; level of theory: ωB97M-V with the def2-TZVPD basis set.

Charge: 0
Highest occupied orbital energy in eV: -8.450
HOMO-LUMO gap in eV: 9.6
Multiplicity: 1
Structure (SMILES): CNN(N)CN
E in eV: -8192.81289

Atoms and positions in Å:
C: 1.05800 -0.14366 0.49231
C: -0.87096 1.44964 -1.65048
N: -0.33444 -0.13081 0.28132
N: 0.01102 0.35530 -1.29793
N: -0.94848 -1.35202 0.31028
N: 1.06614 -0.40142 2.11415
H: -0.20125 -0.46478 -1.86810
H: -0.35477 -2.16537 0.14106
H: -1.53859 -1.45704 1.12338
H: 1.58453 -1.18504 2.49789
H: 0.66087 0.38231 2.61750
H: 1.62284 -0.98995 0.08577
H: 1.50706 0.84280 0.38409
H: -0.59495 2.31990 -1.05235
H: -0.73483 1.70845 -2.70364
H: -1.93219 1.23171 -1.47523

Cartesian forces, eV/Å:
0.87 -0.79 6.61
-0.24 0.03 0.18
0.82 1.65 -4.31
-1.53 -0.82 1.17
-0.48 -0.60 -0.68
0.32 0.13 -3.04
-0.24 0.05 0.26
0.04 0.31 0.32
0.21 0.10 -0.09
-0.27 0.89 0.19
0.61 -0.76 0.21
-0.07 0.28 -0.32
-0.09 -0.46 -0.45
-0.06 0.01 -0.04
0.05 -0.06 0.03
0.07 0.02 -0.04

Formally, the Mulliken partial charges of the atoms, in units of the elementary charge, are as follows: number 1, C, carries -0.35; number 2, C, carries -0.76; number 3, N, carries -0.03; number 4, N, carries -0.43; number 5, N, carries -0.54; number 6, N, carries -0.51; number 7, H, carries 0.27; number 8, H, carries 0.20; number 9, H, carries 0.26; number 10, H, carries 0.15; number 11, H, carries 0.19; number 12, H, carries 0.45; number 13, H, carries 0.23; number 14, H, carries 0.26; number 15, H, carries 0.32; number 16, H, carries 0.28


Entry 2:
C25H28Cl2F5N4O2Pt as an isolated structure. Source: the Open Molecules 2025 dataset; level of theory: ωB97M-V with the def2-TZVPD basis set.

Charge: -1
Highest occupied orbital energy in eV: -4.192
HOMO-LUMO gap in eV: 6.6
Multiplicity: 1
E in eV: -78316.68178

Atoms and positions in Å:
Pt: 0.81494 -0.05066 -0.76363
Cl: 5.21997 -0.15949 4.98117
C: 3.86665 -0.30511 3.87819
C: 2.56460 -0.12362 4.36873
C: 1.50564 -0.18943 3.51072
Cl: -0.09930 0.07486 4.11553
C: 1.64839 -0.46809 2.10465
O: 0.63693 -0.45431 1.34193
C: 2.98750 -0.73604 1.68104
C: 3.29074 -1.17530 0.33582
O: 2.49840 -1.49453 -0.54953
C: 4.07210 -0.60317 2.56425
H: 2.39597 0.07805 5.41755
H: 4.36984 -1.26274 0.10453
H: 5.07589 -0.76327 2.18746
F: -0.07804 -0.37556 -3.42566
C: 1.02297 0.14390 -2.73903
F: 1.15659 1.42351 -3.24494
C: 2.19851 -0.62291 -3.38436
F: 3.38355 -0.23546 -2.88748
F: 2.08010 -1.94648 -3.21577
F: 2.25599 -0.41163 -4.71594
C: -4.69598 -1.75666 0.61024
C: -3.93967 -0.58069 0.02034
N: -2.52791 -0.87881 0.06487
C: -2.01691 -2.08964 -0.33536
N: -0.82604 -2.13567 -0.79411
C: -0.19646 -3.42954 -1.00972
C: -0.87288 -4.54103 -0.22200
C: -2.35853 -4.48997 -0.51876
N: -2.85976 -3.18737 -0.13653
C: -4.29860 -3.01674 -0.13809
H: -5.77427 -1.60244 0.53452
H: -4.42513 -1.86080 1.66319
H: -4.11506 0.32937 0.59340
H: -4.28489 -0.39708 -1.00858
H: -1.87375 -0.11639 -0.05263
H: 0.85326 -3.34107 -0.72244
H: -0.21637 -3.66060 -2.08157
H: -0.72098 -4.36218 0.84585
H: -0.45910 -5.51890 -0.47847
H: -2.90592 -5.24411 0.05433
H: -2.53524 -4.68950 -1.58771
H: -4.73878 -3.89731 0.33751
H: -4.68832 -2.97008 -1.16816
C: 2.77620 2.98836 -0.50923
N: 2.09859 3.55237 0.64659
C: 1.82367 4.95804 0.44001
C: 0.92509 2.79246 1.09977
C: -0.22028 2.67298 0.11071
C: -1.11469 3.74737 0.06588
C: -2.13724 3.81810 -0.86614
C: -2.28196 2.77506 -1.76831
C: -1.43096 1.68085 -1.70052
C: -0.38281 1.58403 -0.77097
H: 3.81134 3.34552 -0.52744
H: 2.29913 3.25771 -1.46290
H: 2.77920 1.90119 -0.44505
H: 2.76601 5.48074 0.25512
H: 1.36781 5.38391 1.33760
H: 1.15480 5.15160 -0.41352
H: 0.56848 3.30464 1.99819
H: 1.26455 1.80454 1.38972
H: -0.99663 4.55210 0.78539
H: -2.80501 4.67172 -0.88795
H: -3.06227 2.80649 -2.52122
H: -1.59363 0.86489 -2.39114

Cartesian forces, eV/Å:
0.00 0.39 0.00
-0.08 -0.01 -0.04
0.09 -0.02 0.15
0.09 0.03 -0.08
-0.13 -0.17 -0.06
0.03 0.01 -0.04
-0.07 -0.11 0.04
-0.02 0.29 0.09
0.03 0.21 -0.26
-0.04 -0.08 0.12
0.10 0.13 0.08
0.07 -0.09 -0.05
0.03 0.06 -0.01
-0.07 -0.15 0.12
0.00 0.00 0.03
0.07 -0.02 -0.11
-0.17 0.09 0.17
0.09 0.02 0.00
-0.03 0.04 -0.05
0.03 0.01 0.01
0.02 -0.01 0.03
0.01 0.00 -0.04
0.02 0.03 -0.01
0.10 -0.04 -0.05
0.00 0.00 0.17
-0.21 -0.02 -0.11
0.02 -0.61 0.16
-0.15 0.16 -0.01
0.04 0.03 -0.10
-0.02 0.06 -0.04
0.03 0.06 0.21
0.07 0.03 0.00
0.00 -0.01 0.01
-0.03 0.00 0.00
-0.01 0.02 -0.01
-0.04 0.04 0.01
-0.04 -0.03 -0.11
0.02 -0.01 -0.05
0.07 -0.03 0.00
0.01 -0.08 0.01
0.00 0.00 0.01
-0.03 0.01 -0.01
0.00 -0.04 0.01
-0.01 -0.02 -0.03
-0.03 -0.03 0.00
0.07 0.04 0.06
-0.08 0.05 0.02
0.09 -0.05 0.05
0.09 0.02 -0.14
-0.02 0.09 0.02
-0.06 -0.05 -0.03
0.02 0.01 0.02
-0.02 -0.05 0.08
-0.16 0.00 0.08
0.26 -0.08 -0.21
-0.03 0.05 -0.04
-0.05 -0.08 0.00
-0.01 -0.02 -0.01
-0.01 0.01 -0.01
0.00 0.01 -0.01
0.01 0.02 -0.01
-0.05 -0.07 0.05
0.04 0.00 -0.01
0.02 0.00 -0.01
0.00 0.00 0.00
-0.01 -0.03 0.01
0.05 0.00 -0.04

Formally, the Mulliken partial charges of the atoms, in units of the elementary charge, are as follows: number 1, Pt, carries 1.78; number 2, Cl, carries -0.27; number 3, C, carries 0.18; number 4, C, carries -0.50; number 5, C, carries 0.61; number 6, Cl, carries -0.24; number 7, C, carries -0.77; number 8, O, carries -0.50; number 9, C, carries 1.44; number 10, C, carries -0.72; number 11, O, carries -0.67; number 12, C, carries -1.14; number 13, H, carries 0.44; number 14, H, carries 0.18; number 15, H, carries 0.37; number 16, F, carries -0.31; number 17, C, carries 0.29; number 18, F, carries -0.28; number 19, C, carries 0.55; number 20, F, carries -0.26; number 21, F, carries -0.23; number 22, F, carries -0.30; number 23, C, carries -0.71; number 24, C, carries -0.61; number 25, N, carries 0.36; number 26, C, carries 0.13; number 27, N, carries -0.09; number 28, C, carries -0.61; number 29, C, carries -0.78; number 30, C, carries -0.69; number 31, N, carries 0.21; number 32, C, carries -0.65; number 33, H, carries 0.39; number 34, H, carries 0.30; number 35, H, carries 0.37; number 36, H, carries 0.33; number 37, H, carries -0.50; number 38, H, carries 0.10; number 39, H, carries 0.33; number 40, H, carries 0.28; number 41, H, carries 0.39; number 42, H, carries 0.40; number 43, H, carries 0.27; number 44, H, carries 0.36; number 45, H, carries 0.29; number 46, C, carries -0.77; number 47, N, carries 0.12; number 48, C, carries -0.96; number 49, C, carries -1.03; number 50, C, carries 1.63; number 51, C, carries -0.51; number 52, C, carries -0.79; number 53, C, carries -0.85; number 54, C, carries 1.05; number 55, C, carries -1.70; number 56, H, carries 0.38; number 57, H, carries 0.29; number 58, H, carries 0.06; number 59, H, carries 0.35; number 60, H, carries 0.30; number 61, H, carries 0.33; number 62, H, carries 0.76; number 63, H, carries -0.73; number 64, H, carries 0.34; number 65, H, carries 0.38; number 66, H, carries 0.40; number 67, H, carries 0.46


Entry 3:
A 9-piece molecular cluster, C10H38N16O10 overall in a non-equilibrium geometry. Source: the Open Molecules 2025 dataset; level of theory: ωB97M-V with the def2-TZVPD basis set.

Charge: 0
Highest occupied orbital energy in eV: -9.198
HOMO-LUMO gap in eV: 9.3
Multiplicity: 1
Structure (SMILES): NC(N)=O.NC(N)=O.NC(N)=O.NC(N)=O.NC(N)=O.NC(N)=O.NC(N)=O.NC(N)=O.OCCO
E in eV: -55303.81341

Atoms and positions in Å:
C: -1.21452 -1.58080 0.35336
C: -0.86954 -0.17044 0.72517
O: -1.81303 0.77786 0.30950
O: -2.55420 -1.78425 0.81177
H: -0.55731 -2.19515 0.96877
H: -1.12444 -1.73037 -0.72256
H: 0.07253 0.25776 0.38275
H: -0.67015 -0.08063 1.79301
H: -1.42023 1.18396 -0.46665
H: -3.07583 -1.06981 0.43884
C: 0.16769 3.58071 -6.02666
O: -0.82027 2.97220 -5.56943
N: 1.00996 2.93352 -6.75625
N: 0.50900 4.83385 -5.67207
H: 1.65644 3.39279 -7.38174
H: 0.75764 1.95555 -6.75162
H: 1.26552 5.29334 -6.15852
H: -0.20614 5.40622 -5.24655
C: -4.39536 7.98227 -0.75447
O: -3.87937 7.87997 -1.79148
N: -4.50821 7.05714 0.10695
N: -5.00850 9.04918 -0.34339
H: -4.96618 7.28571 0.97765
H: -4.19511 6.12851 -0.13742
H: -5.20130 9.95494 -0.74656
H: -5.09738 8.94500 0.65729
C: 3.47150 -10.93761 2.69104
O: 4.37977 -10.43104 2.11561
N: 3.49784 -12.15288 3.09893
N: 2.27477 -10.43851 2.82793
H: 4.38292 -12.57246 2.85259
H: 2.64678 -12.69023 3.18293
H: 1.68828 -10.75039 3.58875
H: 1.95317 -9.58359 2.39691
C: 7.20523 3.37856 1.89173
O: 7.57984 4.43576 2.50078
N: 6.21725 2.66786 2.22633
N: 7.87059 3.04520 0.82950
H: 5.71020 3.00518 3.03206
H: 6.15555 1.75632 1.79576
H: 7.57294 2.25082 0.28135
H: 8.70684 3.56955 0.61537
C: 0.15044 5.23142 5.99719
O: 0.74003 4.20631 6.24570
N: -0.45289 5.87361 6.92174
N: 0.00777 5.72065 4.78593
H: -1.11205 6.62041 6.75473
H: -0.00006 5.71779 7.81098
H: 0.64559 5.33712 4.10314
H: -0.58638 6.49081 4.51398
C: -3.88235 -8.44260 2.30032
O: -3.87285 -9.60074 2.58189
N: -3.64066 -7.43213 3.12809
N: -4.37603 -7.97722 1.25076
H: -3.92322 -6.47828 2.95363
H: -3.46967 -7.89858 4.00745
H: -4.14832 -7.00093 1.12789
H: -4.53359 -8.60981 0.47932
C: -6.68209 3.21226 -7.52999
O: -7.69272 2.87221 -8.15019
N: -5.55323 3.48480 -8.22189
N: -6.57894 3.64522 -6.30814
H: -5.46436 3.34754 -9.21857
H: -4.71291 3.48598 -7.66157
H: -7.45789 3.93293 -5.90224
H: -5.65901 3.64053 -5.89123
C: 5.74530 -3.55314 0.39962
O: 5.77456 -2.56871 -0.27445
N: 5.24094 -4.66379 0.02578
N: 6.44263 -3.69736 1.49807
H: 5.43785 -5.47347 0.59651
H: 4.83952 -4.57805 -0.89705
H: 7.08283 -2.99787 1.84586
H: 6.51656 -4.65850 1.79947

Cartesian forces, eV/Å:
-0.53 0.77 0.73
1.88 1.19 0.63
-0.94 0.31 -0.31
0.38 -0.70 -0.20
-0.07 -0.49 -0.49
0.09 -0.37 -0.03
0.60 -0.96 -0.61
-0.88 -0.20 0.38
-0.42 0.20 -0.09
-0.12 0.23 -0.04
-3.27 0.01 2.94
0.49 1.08 -0.15
2.36 -1.84 -2.25
-0.10 1.36 0.04
-0.03 -0.60 0.14
0.55 0.05 -0.81
-0.24 0.05 0.24
0.19 -0.11 -0.14
-0.44 1.92 -1.67
2.84 -0.89 -5.52
-0.01 -5.16 4.30
-2.40 4.09 3.15
0.15 -1.12 -0.20
-0.06 0.25 0.43
0.64 -0.61 -0.32
-0.72 1.49 -0.18
-0.38 1.26 -1.57
2.64 1.95 -1.31
1.38 -5.09 1.95
-4.54 2.73 0.83
-0.36 -0.64 0.32
0.52 -0.07 -0.07
0.09 -0.01 -0.26
0.64 -0.10 0.11
4.05 6.86 1.94
-1.13 -1.85 -0.48
-3.91 -2.84 1.43
1.71 -1.62 -3.16
-0.14 -0.67 -0.15
-0.74 0.08 0.64
0.48 0.27 -0.19
-0.34 -0.27 -0.04
0.71 -2.28 -1.37
1.67 -1.16 -0.06
-2.24 2.69 4.38
0.30 0.65 -3.71
0.52 -0.02 0.32
-0.86 0.23 0.24
-0.48 0.04 -0.09
0.39 -0.15 0.29
-0.42 -0.58 2.97
1.05 -2.92 1.10
1.95 0.08 3.11
-2.26 2.32 -7.30
0.09 -0.46 0.67
0.08 1.45 0.71
-0.48 -0.33 -1.16
0.01 0.46 -0.09
-1.46 0.22 -4.96
0.10 0.00 1.26
2.27 -0.32 -0.56
-0.73 0.09 3.29
-0.24 -0.47 0.43
0.23 0.25 -0.64
0.58 -0.33 0.71
-0.70 0.55 0.49
2.43 2.03 -0.07
-0.73 3.01 -1.53
-2.78 -3.61 -1.77
1.71 -0.43 3.79
-0.74 -0.30 -1.06
-0.15 -1.10 0.22
-0.30 -0.25 -0.23
0.57 0.65 0.67

Formally, the Mulliken partial charges of the atoms, in units of the elementary charge, are as follows: number 1, C, carries -0.26; number 2, C, carries -0.48; number 3, O, carries -0.53; number 4, O, carries -0.50; number 5, H, carries 0.26; number 6, H, carries 0.25; number 7, H, carries 0.38; number 8, H, carries 0.24; number 9, H, carries 0.34; number 10, H, carries 0.31; number 11, C, carries 0.61; number 12, O, carries -0.69; number 13, N, carries -0.39; number 14, N, carries -0.40; number 15, H, carries 0.20; number 16, H, carries 0.24; number 17, H, carries 0.19; number 18, H, carries 0.24; number 19, C, carries 0.61; number 20, O, carries -0.60; number 21, N, carries -0.34; number 22, N, carries -0.34; number 23, H, carries 0.15; number 24, H, carries 0.21; number 25, H, carries 0.19; number 26, H, carries 0.13; number 27, C, carries 0.62; number 28, O, carries -0.63; number 29, N, carries -0.44; number 30, N, carries -0.40; number 31, H, carries 0.24; number 32, H, carries 0.22; number 33, H, carries 0.20; number 34, H, carries 0.19; number 35, C, carries 0.68; number 36, O, carries -0.72; number 37, N, carries -0.37; number 38, N, carries -0.40; number 39, H, carries 0.24; number 40, H, carries 0.19; number 41, H, carries 0.16; number 42, H, carries 0.22; number 43, C, carries 0.64; number 44, O, carries -0.65; number 45, N, carries -0.39; number 46, N, carries -0.39; number 47, H, carries 0.18; number 48, H, carries 0.22; number 49, H, carries 0.22; number 50, H, carries 0.16; number 51, C, carries 0.61; number 52, O, carries -0.64; number 53, N, carries -0.45; number 54, N, carries -0.38; number 55, H, carries 0.20; number 56, H, carries 0.23; number 57, H, carries 0.18; number 58, H, carries 0.24; number 59, C, carries 0.64; number 60, O, carries -0.64; number 61, N, carries -0.39; number 62, N, carries -0.36; number 63, H, carries 0.21; number 64, H, carries 0.14; number 65, H, carries 0.21; number 66, H, carries 0.20; number 67, C, carries 0.68; number 68, O, carries -0.65; number 69, N, carries -0.39; number 70, N, carries -0.38; number 71, H, carries 0.17; number 72, H, carries 0.23; number 73, H, carries 0.21; number 74, H, carries 0.14